Entry 1:
# C15H40N5O7P2

A 3-piece molecular cluster, C15H40N5O7P2 overall at a distorted geometry (wB97M-V/def2-TZVPD, the Open Molecules 2025 dataset).

```
69
Properties=species:S:1:pos:R:3:forces:R:3:mulliken_charge:R:1
H 1.248 -7.093 -1.392 0.05 -0.14 -0.22 0.410
H 2.693 6.796 1.047 0.01 0.10 -0.02 0.422
H 1.963 -3.753 0.495 0.02 0.18 -0.59 0.318
C -1.257 -5.981 4.061 -0.51 0.60 0.44 -0.208
H 2.496 9.263 1.076 0.01 -0.01 -0.01 0.348
H 3.448 6.651 -2.283 -0.01 -0.04 0.02 0.232
H 0.313 3.600 -1.184 0.02 -0.03 -0.03 0.143
C -0.750 3.660 -1.416 -0.08 0.11 0.09 -1.425
H -1.582 -7.030 4.131 0.08 -0.09 0.01 0.360
H -1.182 -5.953 -4.029 -0.18 -0.16 -0.28 0.351
N 0.008 -2.896 1.653 -0.44 0.54 -0.26 -0.141
C 0.710 -6.681 -0.547 -0.18 0.21 0.90 -0.463
O 2.003 6.442 -0.872 0.11 0.01 0.04 -0.316
C 1.685 -5.810 0.311 -0.14 -0.07 -1.15 -0.803
H -1.292 3.870 -0.491 0.00 -0.01 0.00 0.368
H 0.914 10.041 1.038 -0.05 -0.01 -0.03 0.366
N -0.476 -5.221 1.845 -0.27 0.44 0.64 0.018
H -0.783 1.269 -3.720 -0.05 0.11 -0.12 0.291
H -2.057 0.456 -1.618 0.06 -0.05 -0.06 0.328
H 0.727 -4.837 -2.185 0.12 0.21 -0.02 0.282
H -0.075 7.776 -1.044 -0.01 0.11 -0.03 0.326
H 1.246 5.807 0.871 -0.02 -0.02 -0.05 0.323
H -1.472 -5.035 1.874 -0.06 0.12 -0.03 0.487
C -0.372 -6.259 -3.387 0.46 0.52 0.55 -1.286
H 0.447 -6.689 3.038 0.28 -0.12 -0.05 0.348
O -3.318 -1.032 0.949 0.42 -0.68 -0.23 -0.394
H 1.656 9.514 -0.459 0.00 -0.05 -0.03 0.284
O -4.135 -2.398 2.919 0.00 0.10 0.37 -0.582
C 3.032 7.223 -1.455 -0.10 -0.09 -0.17 -0.733
H 2.635 -5.782 -0.206 0.24 0.30 0.00 0.488
H -0.515 -7.270 -3.032 -0.30 -0.27 0.03 0.342
H 0.558 -2.182 1.196 0.02 0.01 -0.33 0.080
H -2.038 1.537 -0.225 0.07 0.07 0.02 0.477
H -0.895 7.025 0.111 -0.08 0.07 0.07 0.249
H -0.985 -4.507 -2.262 -0.34 0.13 0.24 0.362
O -0.264 0.574 -0.712 -0.10 -0.14 0.24 -0.298
O -1.875 -5.110 4.615 0.52 -0.44 -0.43 -0.358
H -2.713 -1.083 0.195 -0.08 0.48 -0.24 0.281
H 1.020 0.434 0.854 0.02 0.03 0.02 0.211
C 1.518 9.254 0.590 0.04 0.07 0.11 -1.433
H 0.477 1.676 -2.814 0.08 0.14 -0.03 0.302
H 0.689 -5.063 3.670 -0.08 0.33 0.14 0.353
N -0.386 2.046 -3.200 -0.16 -0.29 0.12 -0.708
C -0.258 -5.303 -2.187 0.42 -0.57 -0.25 -0.185
H 0.509 7.831 1.803 0.01 -0.08 0.01 0.384
H 1.142 1.955 -0.027 -0.05 0.07 0.06 0.258
N -0.373 7.877 -0.078 0.05 -0.23 0.06 -0.707
H 0.566 -6.249 -3.927 0.05 -0.02 -0.42 0.348
H 3.831 7.435 -0.739 -0.02 0.04 0.03 0.343
H -2.255 2.622 -2.501 -0.05 -0.08 0.02 0.459
N 1.205 -4.420 0.424 0.52 -0.32 1.86 -0.228
C -0.022 -5.722 3.186 -0.18 -0.70 -0.47 -0.366
P -1.222 -2.389 2.821 -0.07 -1.00 1.31 -0.008
H 0.370 -7.484 0.092 -0.08 -0.36 -0.05 0.352
H -0.243 1.666 1.065 0.00 0.06 -0.02 0.355
C -1.466 1.224 -1.109 -0.24 0.00 -0.12 -0.674
H 1.877 -6.249 1.279 -0.11 -0.08 0.27 0.316
C 0.829 7.904 0.760 0.07 0.15 -0.24 0.347
H -0.881 4.514 -2.079 0.04 -0.02 -0.05 0.394
H 2.640 8.159 -1.858 0.08 0.07 0.07 0.247
C 0.243 -4.159 1.331 0.38 -0.07 -0.69 -0.027
H -2.588 -3.785 0.280 -0.15 -0.09 -0.37 0.289
C -1.271 2.393 -2.085 0.32 0.09 0.03 0.261
C 1.748 6.703 0.494 -0.12 -0.14 0.17 -0.686
H -0.941 -1.015 2.936 0.09 0.03 -0.62 0.107
O -0.433 -5.977 -0.938 -0.31 0.38 -0.25 -0.359
C 0.440 1.208 0.344 0.08 -0.17 -0.07 -0.710
O -3.335 -3.630 0.874 0.83 0.13 0.06 -0.454
P -3.176 -2.356 1.833 -0.97 0.62 0.02 0.941
```
Forces are in eV/Å.

As for the total energy: -56557.341 eV. The charge is +1. The calculation puts the highest occupied orbital energy at -10.609 eV. Its frontier orbital gap is 6.9 eV. The multiplicity is 1. The LUMO energy is -3.7 eV.

Entry 2:
# C15H40NO2P

A 3-piece molecular cluster, C15H40NO2P overall (wB97M-V/def2-TZVPD, the Open Molecules 2025 dataset).

```
59
Properties=species:S:1:pos:R:3:forces:R:3:mulliken_charge:R:1
H -2.326 -2.598 -4.816 -0.02 -0.09 -0.33 0.359
H -0.915 -1.650 5.141 0.02 -0.03 0.01 0.354
H 2.801 2.620 1.838 0.00 -0.05 0.00 0.452
H 2.000 -0.769 2.343 -0.01 -0.01 0.03 0.106
C 0.811 -2.579 2.274 0.02 -0.02 0.05 -0.797
O 0.564 -3.217 -2.691 0.30 0.29 -0.08 -0.351
O -1.613 -4.462 -3.190 -0.29 -0.39 -0.23 -0.530
H -2.417 -4.838 -3.581 0.28 0.14 0.22 0.327
P 1.485 -2.944 -4.126 0.40 -0.26 -0.26 0.534
C -2.759 -2.436 -3.837 0.29 0.08 0.41 -1.586
H 1.908 -2.889 -6.437 0.22 -0.16 -0.10 0.272
H 2.838 -2.172 1.725 0.02 0.01 0.02 0.385
H 0.670 -0.625 0.208 0.00 0.01 0.00 0.045
C -1.897 -3.136 -2.789 -0.27 0.17 -0.48 0.411
H -0.972 -1.769 1.368 0.01 -0.01 0.00 0.113
H 0.369 -3.343 -4.886 -0.02 0.09 0.04 -0.051
H 2.402 -0.575 -0.101 -0.02 0.01 -0.04 0.410
C -0.288 -0.892 4.667 0.01 0.10 -0.06 -1.431
H -2.468 -3.134 -1.864 0.03 -0.14 0.42 0.244
H -0.065 0.089 2.761 0.00 -0.01 -0.03 -0.453
H 1.339 2.213 0.946 0.00 -0.03 0.01 0.206
C 1.879 -1.649 1.704 -0.02 -0.01 -0.07 -0.286
H -1.261 -2.724 2.802 -0.01 0.00 0.01 0.419
H 2.366 -3.933 -3.703 -0.12 -0.08 0.09 0.011
H 1.425 1.911 2.686 -0.01 -0.02 -0.01 0.149
H -1.380 3.958 -1.018 0.02 -0.01 -0.02 0.398
N 2.450 -2.615 -5.624 -0.73 0.25 0.41 -0.841
H 2.545 -1.608 -5.711 0.24 -0.04 -0.10 0.279
C 1.593 -1.205 0.273 0.07 0.03 0.04 -0.963
H -0.645 3.391 3.155 0.02 -0.01 0.01 0.344
H -1.713 -0.331 3.164 0.00 0.03 -0.02 0.415
H 0.242 4.279 -0.454 0.01 -0.02 0.01 0.239
C -0.683 -0.696 3.206 -0.04 -0.05 0.06 0.459
H -0.404 0.037 5.227 0.00 -0.01 0.03 0.401
H -0.934 2.536 0.886 0.00 0.00 0.02 0.079
C -0.590 -1.973 2.373 -0.02 0.02 -0.05 -0.571
H -3.784 -2.783 -3.788 -0.23 -0.18 -0.20 0.442
C -0.813 4.391 -0.190 -0.08 0.05 0.02 -0.436
C -1.156 5.874 -0.078 0.07 -0.05 -0.06 -1.250
C -0.353 4.038 2.321 -0.02 0.05 0.01 -0.705
H -2.774 -1.366 -3.661 -0.06 0.27 0.10 0.400
C 1.712 2.606 1.894 0.08 0.10 -0.03 -0.912
H 1.503 -2.067 -0.392 -0.03 0.01 -0.01 0.346
H -2.214 6.012 0.154 0.00 0.01 0.03 0.295
C -0.561 -2.392 -2.582 -0.06 -0.26 0.08 -0.437
H 1.131 -2.922 3.262 -0.02 0.00 0.00 0.333
H 0.754 -3.476 1.649 0.01 0.00 -0.01 0.385
H -0.533 -1.572 -3.304 0.16 0.22 -0.27 0.511
C 1.168 4.002 2.178 -0.03 -0.09 0.06 -0.533
H 0.753 -1.205 4.765 0.00 -0.02 0.01 0.311
H -0.558 -1.913 -1.609 -0.03 0.06 0.31 0.040
H -0.573 6.366 0.702 -0.01 0.01 0.01 0.286
H 1.492 4.689 1.391 -0.02 0.02 0.00 0.272
H 1.610 4.374 3.106 0.01 0.02 -0.01 0.360
H -0.949 6.391 -1.016 -0.02 0.02 0.00 0.388
C -1.125 3.596 1.077 0.01 -0.05 -0.01 -0.370
H 1.768 -1.638 -3.688 -0.14 0.05 0.01 -0.028
H -0.659 5.048 2.604 -0.02 0.00 -0.01 0.345
H -2.196 3.674 1.288 -0.01 0.01 -0.01 0.404
```
Forces are in eV/Å.

As for the total energy: -31076.724 eV. The calculation puts the highest occupied orbital energy at -9.328 eV. Its frontier orbital gap is 10.0 eV. The multiplicity is 1. The LUMO energy is 0.7 eV.

Entry 3:
# C15H40O5

A 5-piece molecular cluster, C15H40O5 overall at a distorted geometry (wB97M-V/def2-TZVPD, the Open Molecules 2025 dataset).

```
60
Properties=species:S:1:pos:R:3:forces:R:3:mulliken_charge:R:1
H -1.024 1.409 -6.059 -0.08 -0.32 0.24 0.188
H 0.656 9.309 1.069 -0.14 0.59 0.57 0.340
C -0.496 1.644 -6.983 0.81 0.85 0.63 0.589
C 0.712 8.510 1.808 -0.93 -0.61 -2.23 -1.299
C -4.759 0.025 3.851 -1.32 -0.01 0.98 -1.278
H -3.705 1.245 6.005 0.07 0.26 -0.12 0.360
C 0.870 -7.893 -2.545 -0.14 0.22 -1.09 -1.235
H 0.759 7.661 1.126 0.22 -0.45 0.08 0.350
H 0.297 -0.246 -6.961 -0.22 -0.71 -0.29 0.331
C -0.235 -8.732 -0.404 -1.12 0.76 0.65 -1.363
C 0.716 2.460 -6.607 1.94 0.22 0.75 -1.390
H -0.029 -9.111 0.597 0.30 -0.04 -0.08 0.328
C 2.066 7.225 3.376 0.54 -1.23 0.80 -1.291
H -2.474 0.217 5.210 -0.17 0.07 -0.15 0.306
H 2.887 7.358 4.080 0.18 -0.40 -0.07 0.333
H -3.116 -0.196 6.784 0.14 0.00 0.08 0.314
H 0.696 3.340 -5.965 -1.44 -0.15 0.50 0.369
H 1.855 -1.580 3.026 0.05 0.13 -0.12 0.323
H -3.287 -1.588 4.201 0.52 -0.82 -0.13 0.362
H 3.282 -1.311 1.948 0.05 -0.71 0.18 0.294
H 2.807 8.770 2.149 -0.01 -0.29 -0.43 0.217
C -4.450 -0.641 5.208 1.52 2.27 -0.87 0.189
C -0.162 0.383 -7.724 0.58 -0.30 0.35 -1.145
H 1.218 6.883 3.970 -0.38 0.41 0.02 0.319
H -0.926 -9.437 -0.865 0.00 0.16 -0.23 0.369
H 1.276 2.954 -7.401 -0.15 -0.82 -0.87 0.348
H 1.374 -9.542 -1.280 0.80 -0.02 -0.40 0.123
H 1.408 1.819 -6.060 0.30 -0.21 -0.18 0.328
O -3.721 -1.805 5.029 -0.55 -2.27 -0.80 -0.539
C 1.891 8.523 2.687 0.44 0.22 -0.12 0.531
H 0.640 -6.828 -2.581 -0.02 0.11 0.71 0.311
H -1.065 -0.025 -8.180 0.04 -0.35 0.30 0.313
C 1.000 -8.522 -1.198 0.75 -0.14 0.81 0.715
H 0.576 0.499 -8.518 -0.03 0.38 -0.02 0.296
H 2.245 6.399 2.688 0.37 0.07 -0.09 0.357
H 0.945 9.579 3.984 -0.11 0.07 0.17 0.340
H 2.851 -0.199 -0.642 0.08 0.38 0.93 0.355
C -3.382 0.222 5.813 -0.14 1.24 1.94 -1.154
H 1.834 -7.990 -3.043 -0.03 -0.11 -0.32 0.335
H -2.176 2.162 -7.745 -0.08 0.02 -0.16 0.322
H 2.454 0.026 2.478 -0.49 0.21 0.19 0.344
H 2.861 -1.920 -0.463 0.03 -0.18 -0.12 0.363
C 2.264 -1.008 2.193 0.85 0.82 -0.37 -1.152
H 0.727 -0.288 0.857 -0.96 -0.68 0.44 0.276
C 2.212 -1.048 -0.395 -0.03 -0.07 -0.07 -1.306
O 1.833 9.555 3.620 -0.19 1.18 0.95 -0.555
C 1.406 -1.137 0.943 2.00 0.32 -1.02 0.400
H 2.722 -7.594 -0.814 0.02 -0.09 -0.18 0.310
H -5.241 -0.688 3.182 0.05 0.22 -0.25 0.372
H -5.440 0.839 4.097 -0.36 0.02 -0.36 0.371
O 1.871 -7.705 -0.383 -0.28 -0.39 0.11 -0.548
H -3.902 0.544 3.422 0.26 -0.55 -0.12 0.346
H -0.240 8.345 2.311 0.00 0.42 0.35 0.359
O -1.271 2.480 -7.744 -1.67 1.40 -1.23 -0.550
H 1.461 -3.079 0.687 0.17 0.11 -0.05 0.321
H -5.318 -0.731 5.861 0.00 -0.44 -0.20 0.351
H 0.091 -8.332 -3.167 0.14 -0.44 -0.02 0.342
H 1.541 -1.025 -1.253 -0.33 -0.51 0.12 0.320
O 0.825 -2.422 0.979 -1.44 0.20 -0.11 -0.538
H -0.709 -7.760 -0.263 -0.41 -0.03 0.01 0.314
```
Forces are in eV/Å.

As for the total energy: -26438.657 eV. The calculation puts the highest occupied orbital energy at -9.807 eV. Its frontier orbital gap is 10.4 eV. The multiplicity is 1. The LUMO energy is 0.6 eV. Its energy relative to the best compared isomer or geometry (same formula, charge and spin) is 70.94 kcal per mole.